(1)
Below is one molecule with the formula C4H9NO2 in a non-equilibrium geometry, with properties calculated with ωB97M-V/def2-TZVPD.

As for the SMILES: [H]/N=C(/O)CCCO. For the LUMO energy, the calculation gives 0.03083 Eh. The spin multiplicity is 1. The value obtained for the energy is -9878.7495 eV. Its HOMO energy is -10.2 eV. The energy relative to the best compared isomer or geometry (same formula, charge and spin) is 1.311 eV.

Structure (XYZ):
```
16
Properties=species:S:1:pos:R:3:forces:R:3
N 1.957624 0.565520 0.685399 0.1 -0.2 -0.4
H 0.051699 1.717136 0.294351 -0.1 0.1 0.0
H 2.317328 0.704967 -0.244597 -0.3 -0.2 -0.4
H -0.482884 0.877346 -1.783729 -0.1 0.0 0.2
H 0.850921 -1.168047 -1.073952 -0.1 0.0 0.1
O -0.884571 1.774860 0.057059 0.2 0.1 0.1
C 1.075582 -0.343954 0.861872 0.3 0.3 -0.3
H -1.705393 -0.668106 0.557530 0.1 0.0 -0.1
C -1.127453 -0.635026 -0.372794 0.0 0.0 0.1
O 0.781961 -0.507129 2.158286 0.0 0.1 0.0
C -1.163004 0.793820 -0.917394 -0.1 -0.2 -0.3
H 1.429662 0.169167 2.468392 -0.5 -0.4 0.9
H -1.626533 -1.300385 -1.090405 0.1 0.1 0.1
H 0.234994 -2.214385 0.213412 0.1 0.2 0.1
C 0.295611 -1.174380 -0.129191 0.2 0.0 0.0
H -2.170916 1.015488 -1.282458 0.1 -0.1 0.0
```
Forces are in eV/Å.

***

(2)
Below is one molecule with the formula C4H9NO2 in a non-equilibrium geometry, with properties calculated with ωB97M-V/def2-TZVPD.

As for the SMILES: O=CCCNCO. For the LUMO energy, the calculation gives 0.02917 Eh. The spin multiplicity is 1. The value obtained for the energy is -9877.8674 eV. Its HOMO energy is -9.3 eV. The energy relative to the best compared isomer or geometry (same formula, charge and spin) is 2.193 eV.

Structure (XYZ):
```
16
Properties=species:S:1:pos:R:3:forces:R:3
C 2.641340 0.802122 0.410553 -0.3 1.1 0.1
H 0.720991 -1.056186 0.815520 0.2 0.0 -0.1
H 1.595846 0.018618 -1.225734 -0.2 0.5 -0.5
O -3.012651 -1.156704 -0.794267 0.5 0.0 -0.4
H -1.920537 -1.367867 0.968629 0.0 -0.5 -0.3
N -0.778569 -0.414283 -0.462521 -0.5 -0.1 -1.9
H -2.565361 -1.120572 -1.649234 -0.2 -0.3 0.0
H -0.905518 0.386733 -1.076914 0.0 -0.1 0.0
H 3.370617 1.560986 0.063289 0.0 -0.2 -0.4
C -2.059553 -0.690252 0.119264 -0.1 0.7 1.8
H -0.118531 0.381147 1.296765 0.7 0.6 0.1
O 2.852254 0.265807 1.456839 0.2 -0.6 0.5
C 1.354092 0.648082 -0.366421 0.5 -0.6 1.2
C 0.320408 -0.119967 0.424422 -0.9 -0.6 0.7
H 0.972600 1.644103 -0.582415 0.1 0.0 -0.6
H -2.467426 0.218233 0.602226 -0.1 0.0 -0.2
```
Forces are in eV/Å.

***

(3)
Below is one molecule with the formula C4H9NO2, with properties calculated with ωB97M-V/def2-TZVPD.

As for the SMILES: N[C@@H](CO)CC=O. For the LUMO energy, the calculation gives 0.02397 Eh. The spin multiplicity is 1. The value obtained for the energy is -9878.3001 eV. Its HOMO energy is -9.3 eV. The energy relative to the best compared isomer or geometry (same formula, charge and spin) is 1.761 eV.

Structure (XYZ):
```
16
Properties=species:S:1:pos:R:3:forces:R:3
C -0.708330 -1.150629 1.168116 0.3 -0.4 -0.4
C 0.071256 1.339730 -1.665366 -0.2 -0.1 0.4
H 1.071526 1.692627 -1.388014 0.3 0.1 -0.2
C 0.182435 -0.360653 0.190033 0.3 0.0 0.6
H 0.569192 -1.082954 -0.527381 -0.2 -0.1 -0.4
H -1.229255 -1.908482 0.577203 -0.3 0.1 0.1
C -0.651982 0.722565 -0.496074 0.0 -0.4 0.1
H -0.841079 1.505790 0.247438 0.0 0.1 0.0
H -1.438568 -0.499442 1.639326 0.0 0.1 0.2
O 0.053036 -1.799866 2.181510 0.0 0.0 -0.1
H -1.615543 0.301057 -0.779863 -0.1 0.1 -0.3
H 0.228034 -2.705610 1.903007 0.0 0.2 0.1
N 1.371499 0.206391 0.797187 0.3 0.6 0.1
H 1.817052 -0.435621 1.436693 -0.1 -0.3 -0.1
O -0.363185 1.453552 -2.778861 -0.1 -0.1 -0.1
H 1.204112 1.047870 1.334098 -0.3 0.1 0.0
```
Forces are in eV/Å.

***

(4)
Below is a 2-piece molecular cluster, C4H9NO2 overall, with properties calculated with ωB97M-V/def2-TZVPD.

For the LUMO energy, the calculation gives 0.03316 Eh. The spin multiplicity is 1. The value obtained for the energy is -9876.2004 eV. Its HOMO energy is -8.9 eV. The energy relative to the best compared isomer or geometry (same formula, charge and spin) is 3.860 eV.

Structure (XYZ):
```
16
Properties=species:S:1:pos:R:3:forces:R:3
H 2.418759 -1.453010 -1.012794 -0.1 0.2 0.0
H 2.972964 0.242514 -0.998311 -0.2 -0.1 0.0
C 2.122407 -0.415656 -1.216538 0.0 0.0 0.0
C 1.038955 0.889284 0.533703 -0.1 -0.1 -0.1
O -1.234584 -1.445624 -0.415979 -0.1 0.2 0.1
H 1.879797 -0.329156 -2.283358 0.1 0.0 0.3
H -2.199836 1.086270 1.582040 0.2 -0.2 -0.2
H -2.098223 -1.351797 1.466786 0.1 0.1 -0.3
H -2.918346 -0.248879 0.262152 0.2 0.2 0.1
N 0.970308 -0.046070 -0.405757 -0.2 0.2 0.4
H -1.621718 1.237556 -0.181675 0.1 -0.1 0.2
C -1.715384 0.633057 0.718568 -0.6 -0.4 -0.3
O 0.115290 1.271291 1.293682 0.3 -0.4 -0.5
H 0.066360 -0.645108 -0.517715 0.3 0.2 0.1
H 2.021100 1.383115 0.636111 -0.2 -0.1 -0.1
C -1.817844 -0.807782 0.539087 0.1 0.2 0.4
```
Forces are in eV/Å.

***

(5)
Below is one molecule with the formula C4H9NO2 in a non-equilibrium geometry, with properties calculated with ωB97M-V/def2-TZVPD.

As for the SMILES: O=CNCCCO. For the LUMO energy, the calculation gives 0.02394 Eh. The spin multiplicity is 1. The value obtained for the energy is -9878.6865 eV. Its HOMO energy is -9.6 eV. The energy relative to the best compared isomer or geometry (same formula, charge and spin) is 1.374 eV.

Structure (XYZ):
```
16
Properties=species:S:1:pos:R:3:forces:R:3
H -1.880712 1.567776 0.393733 0.1 0.2 -0.1
O 1.526863 -2.329057 1.083276 0.2 0.0 0.0
H -0.689711 1.985502 -2.053183 0.1 0.1 0.1
H 1.378269 -0.394228 0.468880 0.2 0.0 0.0
C -1.150431 -0.287494 -0.263082 0.5 -0.2 0.9
H -0.749335 0.911497 1.485314 0.5 0.1 0.1
C -0.902768 1.070718 0.422861 -1.3 -0.2 -0.7
O 0.188445 1.860417 -1.673877 -0.4 -0.1 0.0
H -2.189774 -0.557008 -0.107389 -0.1 0.0 -0.1
H -0.964079 -0.204747 -1.321268 0.0 0.0 -0.4
H 1.127726 1.659955 0.049995 0.1 0.0 0.1
H -0.893603 -2.271776 0.397358 0.3 -0.2 0.1
C 0.923871 -1.379785 0.635353 -0.4 -0.3 0.0
H 0.035386 3.000579 0.046326 -0.3 0.1 0.1
N -0.386940 -1.408388 0.302980 -0.4 0.6 -0.2
C 0.125580 1.957882 -0.258001 1.0 -0.1 0.2
```
Forces are in eV/Å.

***

(6)
Below is one molecule with the formula C4H9NO2, with properties calculated with ωB97M-V/def2-TZVPD.

As for the SMILES: C[C@@H](O)CC(N)=O. For the LUMO energy, the calculation gives 0.02480 Eh. The spin multiplicity is 1. The value obtained for the energy is -9879.6109 eV. Its HOMO energy is -9.6 eV. The energy relative to the best compared isomer or geometry (same formula, charge and spin) is 0.450 eV.

Structure (XYZ):
```
16
Properties=species:S:1:pos:R:3:forces:R:3
H -0.223768 0.229617 -1.816786 -0.1 0.0 0.1
C -0.578505 0.220260 -0.774798 -0.1 -0.3 -0.1
H -2.306566 -1.042002 -1.154112 0.0 0.1 0.0
C 1.719664 -0.763045 -0.087462 0.0 -0.1 0.1
O 2.403039 -1.741910 -0.328516 -0.2 0.3 0.2
H -0.058921 -0.733114 1.061988 0.0 -0.1 -0.1
N 2.239509 0.465090 0.207496 0.0 -0.1 0.1
H 1.597228 1.229734 0.358612 0.1 -0.1 0.1
C 0.200314 -0.836785 -0.001186 -0.1 -0.1 0.0
O -0.307511 1.485187 -0.163923 -0.1 0.3 -0.2
H -2.624642 0.694994 -1.315027 0.1 -0.1 0.1
H -0.685669 2.175378 -0.722320 0.1 -0.1 0.1
H -2.427623 -0.019767 0.299038 0.0 0.0 -0.1
H 3.142917 0.490314 0.647416 0.2 0.0 -0.3
C -2.074562 -0.056804 -0.737279 -0.1 0.0 0.0
H -0.094334 -1.837175 -0.325819 0.0 0.2 0.0
```
Forces are in eV/Å.

***

(7)
Below is C4H9NO2 as an isolated structure, with properties calculated with ωB97M-V/def2-TZVPD.

For the LUMO energy, the calculation gives -0.00641 Eh. The spin multiplicity is 1. The value obtained for the energy is -9874.4557 eV. Its HOMO energy is -8.4 eV. The energy relative to the best compared isomer or geometry (same formula, charge and spin) is 5.605 eV.

Structure (XYZ):
```
16
Properties=species:S:1:pos:R:3:forces:R:3
O -1.509085 0.080053 0.575450 0.3 0.0 -0.1
C 0.670105 -1.409304 0.485093 0.0 -0.2 -0.1
C -0.390809 0.130042 0.088462 -0.2 0.0 0.1
H 1.369561 -1.486377 -0.351579 -0.1 0.1 0.1
H -0.863903 1.034676 -2.967717 0.0 -0.1 0.1
O -0.132420 0.199406 -1.274143 0.0 -0.1 0.1
H 1.338510 1.440473 0.096440 -0.1 0.0 0.1
H -2.050068 0.027218 -2.077587 0.1 0.1 0.0
H 1.217111 -1.749375 1.384826 -0.1 0.1 -0.1
N 0.588350 1.187512 0.732339 0.1 -0.1 0.1
C -1.241693 0.757911 -1.981261 -0.2 0.1 -0.2
H -0.157026 -2.115443 0.376837 0.1 0.1 0.0
H 1.957827 0.318014 2.101734 -0.1 -0.1 -0.1
H -1.633304 1.642826 -1.470052 0.1 -0.1 -0.1
H 0.135166 -0.008361 2.326414 0.1 0.0 -0.1
C 0.944920 0.347595 1.695868 0.0 0.1 0.1
```
Forces are in eV/Å.

***

(8)
Below is C4H9NO2 as an isolated structure in a non-equilibrium geometry, with properties calculated with ωB97M-V/def2-TZVPD.

For the LUMO energy (alpha / beta), the calculation gives 0.01397 / 0.01397 Eh. The spin multiplicity is 1. The value obtained for the energy is -9873.1508 eV. Its HOMO energy (alpha / beta) is -7.4 / -7.4 eV. The energy relative to the best compared isomer or geometry (same formula, charge and spin) is 6.910 eV.

Structure (XYZ):
```
16
Properties=species:S:1:pos:R:3:forces:R:3
N 2.231942 -0.130434 0.346715 -0.6 -0.9 0.2
H 1.349315 0.732728 -1.361701 0.1 0.1 0.0
O -2.224256 -1.585401 0.148884 0.1 0.8 -0.4
C -1.084360 -0.216295 -0.164043 -1.5 -2.2 0.3
H 3.177601 0.019005 -0.013826 -0.2 -0.3 0.0
H -2.366642 -1.991195 -0.717065 -0.1 0.2 0.1
H 1.115534 1.670017 0.162932 0.0 0.0 0.0
H -2.856109 0.875746 -0.054363 0.1 0.0 0.0
C -0.267901 -1.195783 -0.072729 1.7 0.3 1.0
C 1.132079 0.682277 -0.295981 0.4 -0.2 -0.1
O 0.527475 -2.099436 0.119300 -0.9 0.9 -0.7
H -1.498243 1.785348 -0.748072 -0.1 0.0 0.0
C -1.785502 1.063844 0.018716 0.1 0.2 -0.1
H -1.581457 1.503889 0.997638 0.0 -0.1 0.0
H 1.880184 -1.174377 0.286811 0.7 1.2 -0.1
H 2.250342 0.060067 1.346782 0.0 0.1 -0.1
```
Forces are in eV/Å.

***

(9)
Below is one molecule with the formula C4H9NO2, with properties calculated with ωB97M-V/def2-TZVPD.

As for the SMILES: C[C@@H](O)C/N=C/O. For the LUMO energy, the calculation gives 0.03416 Eh. The spin multiplicity is 1. The value obtained for the energy is -9878.7680 eV. Its HOMO energy is -9.9 eV. The energy relative to the best compared isomer or geometry (same formula, charge and spin) is 1.293 eV.

Structure (XYZ):
```
16
Properties=species:S:1:pos:R:3:forces:R:3
H 3.519366 0.666041 -0.670850 0.0 0.2 0.1
H -0.063779 -0.121862 1.474046 0.2 0.0 -0.2
H 1.652025 1.521789 1.230503 -0.1 -0.2 0.0
H -2.985407 -0.459848 -0.809531 0.1 0.0 0.1
C 2.048804 0.855014 0.459581 -0.3 -0.3 0.0
O -0.890418 1.111476 -0.772183 0.2 0.1 -0.1
C 0.219040 -0.606785 0.523863 -0.1 0.0 0.1
C -2.234423 -0.694917 -0.049813 0.0 0.0 0.0
C -0.853086 -0.282035 -0.520950 -0.1 -0.4 0.1
H -0.036019 1.347375 -1.157196 -0.2 0.1 0.1
O 3.226171 1.309765 -0.002313 0.1 -0.2 -0.2
N 1.521444 -0.207048 0.024806 0.2 0.4 0.2
H -2.493843 -0.152998 0.866013 0.0 -0.1 -0.1
H 0.229754 -1.690630 0.692780 0.0 0.2 0.0
H -2.265559 -1.770223 0.154928 0.0 0.2 0.0
H -0.594067 -0.825115 -1.443679 -0.1 0.1 0.1
```
Forces are in eV/Å.

***

(10)
Below is one molecule with the formula C4H9NO2, with properties calculated with ωB97M-V/def2-TZVPD.

As for the SMILES: COCCNC=O. For the LUMO energy, the calculation gives 0.03308 Eh. The spin multiplicity is 1. The value obtained for the energy is -9878.7089 eV. Its HOMO energy is -9.8 eV. The energy relative to the best compared isomer or geometry (same formula, charge and spin) is 1.352 eV.

Structure (XYZ):
```
16
Properties=species:S:1:pos:R:3:forces:R:3
H -0.153638 1.933891 1.158039 -0.1 -0.1 -0.1
H 0.514341 -1.232971 -1.943686 0.0 0.2 -0.1
N 0.429167 -0.014382 1.574125 0.0 -0.2 0.0
C 0.021570 -1.219607 2.061076 -0.2 0.0 0.0
H 1.755057 -0.122512 -2.590242 -0.2 0.0 0.1
C -0.659545 0.655104 -0.517843 -0.2 0.0 0.1
H 0.869271 -1.872635 2.343731 -0.1 0.1 0.0
C 0.728039 -0.188397 -2.220203 0.1 -0.2 -0.2
O -1.137087 -1.559913 2.208765 0.4 0.2 -0.1
C -0.510074 0.914800 0.975745 -0.1 0.1 0.0
H -1.474078 0.781666 1.473027 0.1 0.1 -0.1
O 0.629775 0.650295 -1.094449 0.0 0.1 0.0
H -1.287719 1.427422 -0.988754 0.1 -0.1 0.1
H -1.150759 -0.318868 -0.661985 0.1 0.1 0.0
H 1.385169 0.059369 1.252223 -0.2 -0.1 0.2
H 0.040509 0.106739 -3.029569 0.1 0.0 0.2
```
Forces are in eV/Å.

***

(11)
Below is one molecule with the formula C4H9NO2 in a non-equilibrium geometry, with properties calculated with ωB97M-V/def2-TZVPD.

As for the SMILES: N[C@H](CO)CC=O. For the LUMO energy, the calculation gives 0.02659 Eh. The spin multiplicity is 1. The value obtained for the energy is -9877.8734 eV. Its HOMO energy is -8.9 eV. The energy relative to the best compared isomer or geometry (same formula, charge and spin) is 2.187 eV.

Structure (XYZ):
```
16
Properties=species:S:1:pos:R:3:forces:R:3
C 2.388552 -0.049091 0.069097 -0.5 -0.3 -0.4
H -0.369734 -1.300874 -0.595523 -0.4 0.0 0.3
H -1.019002 0.467928 -1.916931 -0.3 -0.2 -0.1
H 1.267774 -1.352398 1.003073 -0.8 0.0 0.5
H 0.122053 1.436469 -1.394924 0.3 0.1 0.3
N -0.099820 0.454512 -1.502416 0.3 0.4 0.1
H -3.092366 -0.588304 -0.058973 0.2 0.2 0.0
H -1.266858 1.233201 0.922603 0.3 0.0 0.3
H 3.190817 0.130175 0.802231 0.0 0.2 0.4
C -1.408642 0.207125 0.593385 -0.1 -1.0 -0.4
H 0.947191 0.367307 1.496349 -0.2 -0.4 0.3
C -0.207188 -0.275676 -0.242771 -0.4 -0.2 -0.5
O 2.664850 -0.128390 -1.090740 0.3 0.1 -0.3
H -1.527486 -0.496228 1.424029 0.0 0.4 0.3
C 1.011699 -0.341340 0.666213 1.6 1.0 -0.6
O -2.601834 0.235582 -0.174695 -0.4 -0.2 -0.1
```
Forces are in eV/Å.

***

(12)
Below is C4H9NO2 as an isolated structure in a non-equilibrium geometry, with properties calculated with ωB97M-V/def2-TZVPD.

For the LUMO energy, the calculation gives 0.02627 Eh. The spin multiplicity is 1. The value obtained for the energy is -9876.2799 eV. Its HOMO energy is -8.4 eV. The energy relative to the best compared isomer or geometry (same formula, charge and spin) is 3.781 eV.

Structure (XYZ):
```
16
Properties=species:S:1:pos:R:3:forces:R:3
C -1.663113 0.549001 0.638733 0.0 0.0 -0.1
H 1.846163 -1.471980 1.501737 0.0 0.0 0.0
O 0.582603 1.862185 -1.210070 -0.3 -0.4 -0.3
C 0.891009 0.694991 -1.058838 1.2 0.4 2.3
H 1.781649 0.228419 -1.509084 -0.3 -0.2 -0.5
H -1.396974 1.522146 0.219799 0.1 -0.1 0.0
O -0.438186 -0.445716 -1.520593 -0.3 -0.6 1.7
H -0.822449 -1.494099 0.436760 0.0 0.1 0.0
C -0.587247 -0.437504 0.334838 -0.6 -0.1 -2.0
C 0.794315 -0.022128 0.499143 0.6 0.8 -1.6
H -1.742316 0.664022 1.724052 0.0 -0.1 0.0
H 1.703227 -1.750778 -0.107293 0.0 0.0 0.0
H 0.956529 0.804146 1.185827 -0.1 -0.1 0.1
N 1.826785 -1.027203 0.591989 -0.1 0.0 0.1
H -1.104958 0.091983 -1.969218 -0.1 0.1 0.2
H -2.627037 0.232514 0.242217 0.0 0.0 0.1
```
Forces are in eV/Å.